A molecular structure, C22H32BO4PPtS2. Source: the OMol25 dataset; level of theory: ωB97M-V/def2-TZVPD.

The energy above the lowest of the compared OMol25 structures with the same formula, charge and spin comes out at 8.19 kcal per mole. Its total charge is 0. The calculation puts the electronic energy at -2440.49952 Eh. As for the multiplicity: 1. As for the HOMO-LUMO gap: 7.85 eV. Its highest occupied orbital energy is -7.27 eV.

Geometry as XYZ:
```
63
Properties=species:S:1:pos:R:3:forces:R:3:nbo_charge:R:1
Pt -0.471 -0.080 -0.653 -1.022 0.089 -0.197 0.328
C 1.479 3.140 -0.500 0.067 -0.184 -0.053 -0.261
O 0.091 3.024 -0.263 -0.013 0.061 0.122 -0.530
C -0.707 3.358 -1.362 -0.182 -0.171 -0.035 -0.094
C -0.771 2.331 -2.491 0.213 0.098 -0.200 -0.104
O -1.424 1.082 -2.191 0.076 0.232 -0.161 -0.541
C -2.839 1.217 -2.053 -0.158 -0.084 -0.038 -0.253
H 1.735 4.159 -0.816 -0.005 -0.002 -0.010 0.159
H 1.827 2.419 -1.246 -0.021 0.055 0.013 0.192
H 1.977 2.921 0.442 -0.007 0.017 -0.002 0.197
H -0.370 4.301 -1.819 0.014 -0.032 -0.021 0.173
H -1.705 3.537 -0.955 -0.014 -0.007 -0.078 0.194
H 0.218 2.043 -2.854 -0.042 0.076 0.138 0.233
H -1.323 2.800 -3.316 0.025 -0.105 0.002 0.178
H -3.231 1.721 -2.938 -0.006 0.026 -0.022 0.178
H -3.102 1.771 -1.151 0.020 -0.008 0.010 0.191
H -3.251 0.216 -1.975 0.012 0.022 -0.051 0.219
C 3.665 -2.889 -2.428 -0.007 0.029 -0.101 -0.625
C 2.543 -1.948 -2.826 -0.124 -0.054 0.153 0.240
C 1.770 -2.515 -4.008 -0.007 0.000 -0.004 -0.632
O 1.609 -1.850 -1.720 0.333 -0.070 -0.134 -0.744
B 1.134 -0.558 -1.679 0.281 0.275 -0.070 0.879
O 1.832 0.270 -2.546 0.197 -0.036 -0.230 -0.774
C 2.981 -0.471 -3.037 -0.116 0.108 0.010 0.246
C 4.163 -0.074 -2.167 0.072 0.029 0.037 -0.635
C 3.233 -0.080 -4.481 0.034 -0.026 0.021 -0.627
H 3.276 -3.900 -2.332 -0.047 -0.070 0.020 0.221
H 4.105 -2.603 -1.479 0.024 0.034 0.085 0.222
H 4.448 -2.899 -3.188 0.018 -0.002 -0.042 0.207
H 1.355 -3.479 -3.720 -0.037 -0.054 0.020 0.224
H 2.411 -2.661 -4.878 0.041 -0.012 -0.019 0.208
H 0.944 -1.862 -4.289 -0.029 0.043 0.005 0.215
H 3.981 -0.326 -1.123 -0.024 -0.016 0.044 0.220
H 4.307 1.003 -2.237 0.000 0.049 0.000 0.216
H 5.083 -0.565 -2.486 -0.004 0.001 -0.024 0.212
H 2.345 -0.220 -5.091 -0.056 -0.002 -0.026 0.220
H 4.044 -0.673 -4.906 0.025 -0.027 0.005 0.211
H 3.521 0.969 -4.531 0.010 0.057 0.017 0.216
S 0.398 -0.766 1.288 0.572 -0.687 0.743 -0.382
P -1.510 -0.793 2.008 -0.226 0.172 -0.368 1.139
S -2.731 -1.063 0.457 -0.100 0.198 0.129 -0.637
C -1.760 -2.016 3.308 0.188 0.068 0.115 -0.334
C -1.130 -1.852 4.539 0.033 0.074 0.008 -0.205
C -1.308 -2.790 5.538 -0.041 -0.081 0.002 -0.211
C -2.122 -3.894 5.311 0.033 0.043 0.011 -0.191
C -2.749 -4.056 4.087 -0.016 -0.053 0.031 -0.210
C -2.566 -3.120 3.081 -0.054 -0.058 -0.109 -0.200
C -1.905 0.795 2.791 0.030 0.061 0.173 -0.322
C -0.920 1.714 3.124 0.009 -0.002 -0.065 -0.220
C -1.266 2.917 3.726 0.026 0.004 0.007 -0.202
C -2.593 3.200 3.998 -0.032 0.007 0.011 -0.202
C -3.583 2.282 3.666 -0.003 0.043 0.022 -0.219
C -3.243 1.086 3.063 0.077 -0.074 0.010 -0.200
H -0.503 -0.987 4.722 -0.003 0.029 -0.028 0.221
H -0.819 -2.661 6.493 0.020 -0.004 0.048 0.216
H -2.263 -4.627 6.092 -0.014 -0.044 0.044 0.214
H -3.381 -4.916 3.909 -0.026 -0.039 0.002 0.216
H -3.047 -3.238 2.117 0.011 0.004 0.026 0.241
H 0.113 1.502 2.882 0.030 -0.024 -0.008 0.237
H -0.495 3.634 3.973 0.017 0.017 0.001 0.213
H -2.861 4.139 4.465 -0.011 0.026 0.012 0.213
H -4.621 2.504 3.873 -0.029 0.012 0.006 0.215
H -4.012 0.378 2.785 -0.027 -0.032 -0.010 0.228
```
Forces are in eV/Å.

=====

A molecular structure, H14O10P. Source: the OMol25 dataset; level of theory: ωB97M-V/def2-TZVPD.

Its total charge is -1. The calculation puts the electronic energy at -1102.24051 Eh. As for the multiplicity: 1. As for the HOMO-LUMO gap: 4.86 eV. Its highest occupied orbital energy is -2.49 eV.

Geometry as XYZ:
```
25
Properties=species:S:1:pos:R:3:forces:R:3:nbo_charge:R:1
O -0.567 1.034 -0.351 -0.287 0.642 -0.078 -0.856
H -1.322 0.535 -0.728 -0.095 -0.048 0.067 0.575
H -0.122 1.624 -1.009 0.160 -0.617 0.009 0.537
H 0.065 0.362 0.140 0.286 -0.521 0.872 0.562
O 1.552 -0.184 3.339 0.758 -0.040 2.804 -0.826
H 2.387 -0.666 3.219 -0.198 -0.034 -0.395 0.525
H 0.994 -0.275 2.373 -0.699 -0.901 -3.837 0.528
H 1.047 -0.740 3.963 -0.104 -0.014 -0.243 0.528
P 0.340 -2.041 0.682 -0.273 -4.482 0.490 2.494
O 1.580 -2.801 0.239 0.062 1.362 -0.475 -1.237
O 0.790 -0.530 1.146 -0.209 1.969 0.474 -1.218
O -0.251 -2.782 1.889 -0.117 1.527 0.533 -1.273
O -0.736 -1.823 -0.416 0.200 1.221 0.076 -1.257
O 0.951 2.324 -2.037 -0.140 0.651 -0.454 -0.934
H 0.888 2.304 -2.996 -0.081 -0.199 0.027 0.488
H 1.724 2.859 -1.842 0.094 -0.248 0.211 0.489
O 2.609 0.254 -0.713 -0.101 0.356 0.340 -0.990
H 2.015 -0.120 -0.002 0.470 -0.146 -0.429 0.514
H 3.347 0.636 -0.230 0.039 -0.141 0.040 0.436
O -2.697 0.907 -2.459 0.042 0.108 -0.294 -0.946
H -3.160 0.063 -2.513 0.153 -0.079 0.245 0.488
H -3.312 1.552 -2.817 -0.013 0.010 0.077 0.463
O -2.717 -0.434 0.472 -0.089 0.252 -0.340 -1.053
H -1.938 -1.027 0.149 0.070 -0.544 0.226 0.508
H -3.467 -1.032 0.500 0.072 -0.084 0.052 0.455
```
Forces are in eV/Å.

=====

A molecular structure, C25H30Br42ClIN2O3P. Source: the OMol25 dataset; level of theory: ωB97M-V/def2-TZVPD.

Its total charge is +1. The calculation puts the electronic energy at -110513.32499 Eh. As for the multiplicity: 1. As for the HOMO-LUMO gap: 7.37 eV. Its highest occupied orbital energy is -11.47 eV.

Geometry as XYZ:
```
105
Properties=species:S:1:pos:R:3:forces:R:3:lowdin_charge:R:1
C 4.774 -0.799 -0.510 0.504 -0.560 -1.018 -0.006
C 3.306 -0.791 -0.646 -0.341 -0.036 -0.238 -0.345
C 2.616 -2.087 -0.469 -0.697 0.141 1.057 0.005
N 2.716 0.318 -0.953 1.140 1.113 1.558 0.143
N 1.555 0.587 -0.203 -0.228 -1.235 -2.117 -0.039
C 1.703 0.685 1.098 0.379 -0.684 0.385 -0.178
C 0.641 0.950 1.899 -0.284 -0.030 0.750 -0.314
C -0.583 1.137 1.348 -0.981 0.345 -0.062 -0.630
I -2.118 1.540 2.688 -0.189 0.156 -0.297 1.090
C -0.732 1.081 -0.046 -1.077 0.379 -0.569 -0.188
C -2.081 1.351 -0.667 -0.334 -0.316 0.879 -0.210
C -2.964 0.075 -0.689 0.650 0.707 -0.624 -0.687
C -2.788 -0.750 -1.935 -0.578 -0.592 0.211 -0.132
Cl -4.673 0.598 -0.591 0.226 0.236 0.336 0.617
C 0.362 0.794 -0.821 -0.190 -0.495 -0.131 -0.086
P 0.454 0.675 -2.643 1.583 0.967 -0.769 0.440
O 1.414 1.649 -3.151 0.212 0.622 -0.011 -0.228
O -0.951 0.840 -3.313 -0.460 -0.111 0.201 -0.101
O 0.950 -0.785 -2.977 -0.501 -0.850 0.411 -0.102
H 5.102 -0.102 0.250 -0.075 0.277 0.130 0.097
H 5.102 -1.795 -0.246 0.182 -0.163 0.067 0.037
H 5.267 -0.540 -1.443 0.146 0.241 -0.152 0.111
H 2.857 -2.553 0.481 0.163 -0.133 0.189 0.102
H 2.954 -2.771 -1.238 0.180 -0.049 -0.294 0.111
H 1.543 -1.977 -0.530 -0.304 -0.113 -0.119 0.077
H 2.672 0.534 1.515 0.492 -0.196 -0.127 0.107
H 0.750 1.037 2.961 0.326 -0.073 0.318 0.073
H -2.571 2.051 -0.008 -0.137 0.296 0.151 0.045
H -2.025 1.832 -1.628 0.052 -0.085 -0.321 0.112
H -2.711 -0.545 0.162 -0.332 0.014 0.471 0.096
H -3.220 -0.268 -2.797 0.202 0.306 -0.318 0.085
H -3.348 -1.659 -1.799 -0.220 -0.456 0.033 0.007
H -1.762 -1.053 -2.109 0.225 0.053 -0.018 0.065
H -0.785 1.369 -4.108 -0.207 0.195 -0.154 0.126
H 1.722 -0.692 -3.550 0.184 -0.070 -0.040 0.107
C 4.079 4.343 2.354 0.077 0.161 0.084 -1.536
Br 3.409 6.137 2.320 -0.162 -0.047 0.041 0.636
Br 5.147 4.001 3.912 -0.078 -0.089 0.028 0.638
Br 2.623 3.074 2.184 0.506 0.833 0.194 0.796
H 4.717 4.215 1.492 -0.030 -0.056 -0.066 -0.014
C 6.326 7.485 4.189 -0.040 0.072 0.085 -1.675
Br 7.393 6.972 2.670 -0.008 0.021 -0.037 0.582
Br 7.216 7.108 5.849 0.009 -0.009 -0.047 0.593
Br 5.762 9.319 4.073 -0.003 -0.074 -0.055 0.593
H 5.433 6.877 4.164 -0.021 -0.011 0.000 -0.128
C -0.083 -4.295 -5.062 0.020 0.072 -0.030 -1.654
Br 1.513 -5.263 -4.584 -0.019 0.015 0.014 0.568
Br -0.510 -4.490 -6.920 0.048 -0.046 0.003 0.570
Br -1.570 -4.774 -3.939 -0.033 -0.011 0.030 0.557
H 0.119 -3.249 -4.885 -0.003 0.031 0.028 -0.052
C -1.777 -2.890 3.952 -0.146 -0.007 0.100 -1.622
Br -0.439 -1.655 3.318 0.241 -0.275 0.021 0.597
Br -3.153 -1.968 4.919 -0.041 0.032 0.022 0.590
Br -2.491 -3.920 2.510 -0.076 -0.104 -0.146 0.592
H -1.293 -3.566 4.642 0.054 0.003 -0.013 -0.022
C -4.987 -8.442 0.980 -0.005 -0.054 0.087 -1.632
Br -6.573 -7.363 1.169 0.099 0.050 -0.121 0.563
Br -4.046 -8.062 -0.651 -0.018 0.033 0.021 0.569
Br -3.838 -8.299 2.519 -0.013 0.056 -0.033 0.569
H -5.310 -9.470 0.926 -0.021 -0.032 -0.002 -0.030
C -3.403 -5.704 -10.007 -0.038 -0.010 -0.007 -1.648
Br -3.803 -6.087 -8.164 -0.003 -0.021 -0.045 0.552
Br -1.522 -5.889 -10.386 -0.026 0.006 0.059 0.556
Br -4.472 -6.762 -11.201 0.027 -0.012 0.012 0.587
H -3.660 -4.670 -10.180 0.003 0.038 -0.001 -0.031
C -8.768 -4.532 2.744 -0.081 -0.063 0.068 -1.633
Br -7.334 -3.251 2.642 0.053 0.033 0.000 0.580
Br -10.265 -3.855 3.737 0.032 0.027 -0.029 0.606
Br -9.281 -5.132 0.990 -0.035 0.064 0.110 0.553
H -8.391 -5.391 3.280 0.040 -0.019 0.011 -0.036
C 8.035 -3.552 0.744 0.111 -0.021 -0.071 -1.651
Br 9.085 -2.098 0.058 -0.051 0.004 -0.006 0.589
Br 6.756 -2.951 2.051 -0.018 -0.013 0.081 0.568
Br 7.187 -4.548 -0.663 -0.147 0.104 -0.059 0.546
H 8.712 -4.228 1.249 -0.009 -0.039 0.021 -0.118
C -7.387 3.010 -1.661 0.019 -0.005 -0.001 -1.674
Br -7.382 4.877 -2.120 -0.009 -0.007 0.009 0.581
Br -8.424 2.663 -0.080 0.016 -0.015 -0.009 0.572
Br -7.956 1.914 -3.136 0.018 -0.021 0.024 0.568
H -6.367 2.735 -1.438 0.030 0.001 -0.004 -0.085
C 0.150 7.945 4.769 0.081 -0.069 -0.026 -1.622
Br -0.880 6.422 4.207 0.114 -0.035 0.092 0.540
Br 1.805 7.442 5.603 0.029 -0.093 0.175 0.572
Br 0.503 9.134 3.306 -0.244 0.107 -0.034 0.545
H -0.438 8.474 5.504 -0.026 0.057 -0.010 -0.024
C -6.379 -3.767 -1.138 -0.310 0.100 0.116 -1.627
Br -4.590 -4.225 -1.669 0.125 -0.069 -0.001 0.557
Br -6.665 -1.862 -1.221 -0.136 -0.482 -0.066 0.570
Br -7.688 -4.739 -2.149 0.104 -0.010 -0.220 0.571
H -6.490 -4.063 -0.102 -0.004 -0.004 -0.002 -0.097
C 10.378 -7.451 1.835 0.075 -0.060 -0.038 -1.630
Br 12.246 -7.873 1.943 -0.022 0.040 0.005 0.600
Br 9.895 -6.041 3.060 -0.002 0.006 0.005 0.602
Br 9.841 -7.036 0.035 0.046 0.011 0.066 0.576
H 9.832 -8.332 2.136 -0.043 -0.011 0.021 -0.028
C 4.663 8.527 0.236 0.128 0.136 -0.046 -1.692
Br 6.021 9.841 -0.101 -0.051 -0.004 -0.014 0.587
Br 3.048 9.319 0.928 0.170 -0.031 -0.105 0.519
Br 4.311 7.445 -1.314 -0.007 -0.017 0.009 0.577
H 5.046 7.867 1.003 0.017 0.038 0.002 -0.140
C -3.662 8.997 1.798 0.016 0.034 0.017 -1.646
Br -3.338 7.121 1.514 -0.086 -0.019 -0.112 0.532
Br -5.235 9.594 0.873 0.004 -0.020 0.029 0.591
Br -3.730 9.422 3.673 -0.007 -0.013 -0.001 0.566
H -2.821 9.530 1.380 0.044 0.004 -0.002 -0.033
```
Forces are in eV/Å.